(1)
Density functional theory data (ωB97M-V/def2-TZVPD) for C6H5MnN2O6 as an isolated structure in a non-equilibrium geometry.

XYZ file:
```
20
C6H5MnN2O6 (ωB97M-V/def2-TZVPD)
O 0.04 3.67 -5.26
C 0.03 2.88 -4.43
Mn 0.05 -0.87 -1.13
O -0.71 1.92 -0.48
C -0.38 0.86 -0.83
C 0.08 -2.41 -0.09
O 0.14 -3.41 0.51
C 1.84 -0.71 -1.35
O 3.01 -0.61 -1.37
C -1.38 -1.36 -2.13
O -2.38 -1.64 -2.67
H 0.02 1.51 -3.20
N -0.95 0.44 3.41
C -0.30 -0.16 2.37
N 1.06 0.06 2.36
O -0.93 -0.76 1.47
H -0.42 0.71 4.22
H -1.90 0.14 3.55
H 1.61 -0.60 1.81
H 1.48 0.34 3.23
```

Summary:
Total charge ... +1
E_LUMO (spin up / spin down) ... -3.5 / -6.1 eV
Spin multiplicity ... 6
Gap between HOMO and LUMO (spin up / spin down) ... 8.439 / 7.790 eV


(2)
Density functional theory data (ωB97M-V/def2-TZVPD) for a 12-piece molecular cluster, C24H74N10O12 overall in a non-equilibrium geometry.

XYZ file:
```
120
C24H74N10O12 (ωB97M-V/def2-TZVPD)
C 4.66 4.32 -2.34
C 4.20 3.50 -1.14
C 2.80 2.92 -1.40
O 1.88 3.99 -1.58
C 0.52 3.69 -1.50
N 5.17 2.42 -0.96
H 5.64 4.72 -2.07
H 4.05 5.22 -2.45
H 4.64 3.86 -3.32
H 4.11 4.09 -0.23
H 2.47 2.39 -0.49
H 2.79 2.24 -2.26
H 0.19 3.04 -0.68
H 0.22 3.20 -2.45
H -0.03 4.63 -1.43
H 4.70 1.67 -0.43
H 5.45 1.97 -1.83
C 0.51 -5.28 2.50
C 0.72 -3.78 2.60
C 1.94 -3.45 3.46
O 1.89 -3.80 4.81
C 0.70 -3.47 5.49
N 0.89 -3.19 1.26
H -0.41 -5.54 1.97
H 0.45 -5.75 3.49
H 1.33 -5.78 1.97
H -0.12 -3.28 3.09
H 2.02 -2.36 3.40
H 2.83 -3.91 3.02
H 0.48 -2.40 5.51
H 0.89 -3.75 6.53
H -0.12 -4.09 5.15
H 0.21 -3.57 0.61
H 1.79 -3.46 0.87
C -1.02 -0.05 0.18
C 0.32 0.23 0.83
O 0.49 -0.54 2.01
H -1.84 0.27 0.83
H -1.14 -1.00 -0.34
H -1.18 0.61 -0.69
H 0.39 1.29 1.08
H 1.12 0.07 0.10
H 0.58 -1.51 1.81
C -6.20 -0.23 1.20
C -4.75 0.18 0.98
O -4.58 1.52 0.61
H -6.28 -1.30 1.40
H -6.85 0.11 0.39
H -6.66 0.25 2.07
H -4.30 -0.53 0.27
H -4.12 -0.05 1.85
H -4.37 2.07 1.39
C -2.81 -1.04 -3.61
C -1.80 -0.12 -4.27
O -1.32 0.86 -3.35
H -2.57 -1.24 -2.57
H -2.96 -1.99 -4.14
H -3.82 -0.61 -3.61
H -2.25 0.41 -5.12
H -0.93 -0.64 -4.68
H -2.11 1.21 -2.89
C -2.51 4.38 1.44
C -2.10 3.35 2.49
O -3.27 2.56 2.79
H -2.70 5.36 1.87
H -3.38 4.15 0.83
H -1.71 4.52 0.71
H -1.73 3.87 3.38
H -1.30 2.69 2.15
H -3.28 2.32 3.73
C 0.80 -3.00 -3.42
C 0.65 -2.01 -2.26
O 0.97 -0.68 -2.68
H 1.71 -2.70 -3.96
H 0.06 -2.86 -4.21
H 0.95 -4.02 -3.09
H 1.28 -2.22 -1.40
H -0.41 -2.05 -1.99
H 0.15 -0.25 -3.04
C -3.20 3.65 -3.67
C -3.34 3.44 -2.18
O -3.48 2.06 -1.87
H -4.06 3.22 -4.18
H -2.27 3.24 -4.05
H -3.25 4.73 -3.86
H -4.21 4.00 -1.82
H -2.45 3.84 -1.68
H -3.77 1.95 -0.94
C -0.48 1.07 5.01
O -0.62 1.56 6.13
N 0.52 1.42 4.16
N -1.31 0.08 4.56
H 0.55 0.95 3.26
H 1.20 2.12 4.39
H -2.12 -0.10 5.12
H -1.09 -0.37 3.69
C -2.16 -4.29 -1.28
O -1.19 -4.71 -0.63
N -2.63 -4.98 -2.38
N -2.90 -3.18 -0.91
H -2.16 -5.86 -2.53
H -3.39 -4.72 -2.98
H -2.79 -2.80 0.01
H -3.62 -2.92 -1.55
C 4.75 -0.09 1.96
O 4.22 0.58 1.05
N 3.99 -0.85 2.78
N 6.06 0.13 2.31
H 3.02 -1.01 2.59
H 4.44 -1.45 3.44
H 6.55 0.84 1.80
H 6.55 -0.48 2.93
C 4.54 -0.50 -2.95
O 5.72 -0.18 -3.15
N 3.99 -0.62 -1.71
N 3.62 -0.63 -3.98
H 2.99 -0.57 -1.62
H 4.54 -0.28 -0.93
H 3.93 -0.34 -4.89
H 2.66 -0.59 -3.68
```

Summary:
E_LUMO ... 0.0 eV
Spin multiplicity ... 1
Gap between HOMO and LUMO ... 8.286 eV


(3)
Density functional theory data (ωB97M-V/def2-TZVPD) for C37H42F11N7O2PPdS4Sb as an isolated structure.

XYZ file:
```
106
C37H42F11N7O2PPdS4Sb (ωB97M-V/def2-TZVPD)
Pd -0.73 0.05 0.27
S -1.34 1.46 5.07
Sb 0.76 0.67 4.86
S 1.05 -0.19 2.50
S 1.64 1.60 1.84
S 1.42 -1.10 6.22
F -6.98 0.39 -3.72
C -5.75 0.21 -3.18
C -5.37 0.83 -2.01
F -6.26 1.63 -1.38
C -4.11 0.66 -1.47
F -3.86 1.27 -0.30
C -3.11 -0.16 -2.06
O -1.96 -0.38 -1.60
C -3.56 -0.80 -3.26
F -2.72 -1.64 -3.89
C -4.82 -0.62 -3.80
F -5.16 -1.26 -4.94
N -4.48 6.00 1.62
C -5.10 7.18 1.30
C -6.03 7.97 1.97
C -6.44 9.13 1.34
C -5.94 9.49 0.08
C -5.01 8.70 -0.58
C -4.59 7.53 0.04
N -3.69 6.58 -0.39
C -3.65 5.68 0.57
C -2.83 4.47 0.56
C -2.09 4.14 -0.57
C -1.33 2.98 -0.55
N -1.29 2.18 0.51
C -1.99 2.49 1.60
C -2.77 3.63 1.67
H -4.62 5.44 2.44
H -6.42 7.69 2.94
H -7.16 9.77 1.82
H -6.29 10.41 -0.38
H -4.62 8.98 -1.55
H -2.12 4.77 -1.44
H -0.74 2.64 -1.40
H -1.91 1.81 2.44
H -3.30 3.82 2.59
N -1.83 -1.31 1.24
P -2.26 -2.77 1.39
N -3.96 -2.95 1.39
C -4.71 -1.70 1.19
C -6.22 -1.95 1.32
C -6.49 -3.08 2.31
C -5.90 -4.39 1.76
C -4.68 -4.10 0.88
N -1.82 -3.88 0.19
C -0.45 -4.38 0.16
C -0.38 -5.63 -0.70
C -0.89 -5.33 -2.11
C -2.28 -4.71 -2.06
C -2.28 -3.50 -1.15
N -1.68 -3.54 2.77
C -1.01 -2.75 3.78
C -1.94 -2.30 4.89
C -2.64 -3.50 5.52
C -3.33 -4.34 4.44
C -2.34 -4.70 3.34
H -4.48 -1.27 0.21
H -4.38 -0.98 1.93
H -6.64 -2.21 0.35
H -6.71 -1.03 1.63
H -7.56 -3.19 2.50
H -6.01 -2.84 3.26
H -6.65 -4.92 1.15
H -5.63 -5.06 2.58
H -5.00 -3.91 -0.16
H -4.01 -4.96 0.83
H -0.13 -4.57 1.18
H 0.22 -3.61 -0.26
H -1.00 -6.41 -0.24
H 0.65 -6.00 -0.73
H -0.88 -6.24 -2.73
H -0.20 -4.62 -2.59
H -3.00 -5.45 -1.70
H -2.60 -4.40 -3.06
H -3.28 -3.06 -1.08
H -1.64 -2.71 -1.56
H -0.56 -1.89 3.29
H -0.20 -3.35 4.22
H -2.69 -1.62 4.46
H -1.38 -1.72 5.63
H -3.36 -3.19 6.28
H -1.89 -4.12 6.03
H -4.13 -3.75 4.00
H -3.76 -5.25 4.87
H -2.81 -5.29 2.55
H -1.56 -5.35 3.77
C 2.77 0.10 -1.15
C 1.54 0.50 -1.97
O 0.50 0.95 -1.24
C 1.96 1.66 -2.92
F 0.95 2.13 -3.66
F 2.95 1.33 -3.78
F 2.42 2.70 -2.20
C 1.14 -0.72 -2.84
F 0.69 -1.71 -2.04
F 2.20 -1.26 -3.52
F 0.20 -0.47 -3.75
H 3.03 0.93 -0.50
H 3.63 -0.17 -1.77
H 2.50 -0.75 -0.52
```

Summary:
Total charge ... -2
E_LUMO (spin up / spin down) ... 3.6 / 2.6 eV
Spin multiplicity ... 5
Gap between HOMO and LUMO (spin up / spin down) ... 6.385 / 5.347 eV